(1)
{
  "formula": "C36H23Cl2F8NO19P2S3",
  "method": "ωB97M-V/def2-TZVPD",
  "e_lumo_ev": -1.78,
  "total_charge": 0,
  "gap_ha": 0.2585,
  "smiles": "C/C(Cl)=C(/Cl)c1cc2c(c(S(=O)(=O)F)c1)Sc1cc(S(=O)(=O)C(F)(F)C(F)(F)C(F)(F)F)cc(PP(=O)(O)O)c1N2.O=C1C=C(O)C(=O)C=C1O.O=C1C=C(O)C(=O)C=C1O.O=C1C=C(O)C(=O)C=C1O",
  "symbols": ["C", "C", "Cl", "C", "Cl", "C", "C", "C", "C", "C", "S", "O", "O", "F", "C", "S", "C", "C", "C", "S", "O", "O", "C", "F", "F", "C", "F", "F", "C", "F", "F", "F", "C", "C", "P", "P", "O", "O", "O", "C", "N", "H", "H", "H", "H", "H", "H", "H", "H", "H", "H", "H", "C", "C", "C", "O", "C", "C", "C", "O", "O", "O", "H", "H", "H", "H", "C", "C", "C", "O", "C", "C", "C", "O", "O", "O", "H", "H", "H", "H", "C", "C", "C", "O", "C", "C", "C", "O", "O", "O", "H", "H", "H", "H"],
  "xyz": [[6.367, -0.115, -0.021], [7.172, 0.983, -0.661], [8.685, 1.269, 0.106], [6.819, 1.681, -1.747], [7.888, 2.875, -2.400], [5.566, 1.505, -2.517], [4.348, 1.239, -1.907], [3.184, 1.074, -2.640], [3.193, 1.187, -4.026], [4.417, 1.471, -4.633], [4.644, 1.708, -6.367], [5.904, 1.168, -6.736], [4.243, 3.018, -6.735], [3.572, 0.714, -6.921], [5.583, 1.627, -3.901], [1.676, 0.942, -4.894], [0.569, 1.617, -3.697], [-0.587, 2.233, -4.132], [-1.509, 2.674, -3.190], [-2.958, 3.467, -3.755], [-3.148, 4.697, -3.043], [-3.004, 3.409, -5.185], [-4.319, 2.350, -3.174], [-4.313, 1.245, -3.953], [-4.077, 1.966, -1.898], [-5.748, 2.977, -3.188], [-5.851, 3.861, -2.174], [-6.595, 1.935, -2.952], [-6.228, 3.656, -4.503], [-7.563, 3.827, -4.422], [-5.645, 4.854, -4.666], [-5.953, 2.864, -5.558], [-1.277, 2.523, -1.831], [-0.114, 1.911, -1.390], [0.027, 1.783, 0.413], [-0.524, -0.326, 0.673], [0.642, -1.225, 0.798], [-1.547, -0.404, 1.883], [-1.463, -0.679, -0.561], [0.821, 1.448, -2.337], [1.984, 0.791, -1.958], [5.948, -0.794, -0.762], [5.545, 0.304, 0.563], [6.984, -0.659, 0.688], [4.284, 1.162, -0.831], [6.504, 1.834, -4.426], [-0.791, 2.352, -5.188], [-1.986, 2.907, -1.111], [1.394, 1.576, 0.665], [-1.101, -0.376, 2.742], [-0.944, -1.167, -1.217], [2.112, 0.783, -0.956], [-5.073, -5.023, -4.129], [-4.012, -4.303, -4.517], [-3.993, -2.793, -4.447], [-2.965, -2.243, -4.804], [-5.171, -2.104, -3.969], [-6.234, -2.824, -3.582], [-6.245, -4.335, -3.629], [-7.258, -4.886, -3.239], [-7.357, -2.294, -3.127], [-2.893, -4.830, -4.987], [-5.094, -6.103, -4.173], [-5.156, -1.025, -3.935], [-7.947, -3.046, -2.920], [-2.301, -4.077, -5.184], [2.511, -2.177, 5.527], [2.313, -2.043, 4.207], [3.270, -2.629, 3.191], [3.005, -2.470, 2.019], [4.444, -3.337, 3.675], [4.638, -3.467, 4.993], [3.671, -2.901, 6.002], [3.934, -3.088, 7.177], [5.674, -4.094, 5.533], [1.269, -1.389, 3.711], [1.831, -1.766, 6.258], [5.129, -3.742, 2.943], [5.548, -4.035, 6.501], [1.293, -1.400, 2.730], [-0.612, 1.068, 7.712], [-1.153, 1.727, 8.747], [-1.975, 1.028, 9.808], [-2.403, 1.724, 10.709], [-2.200, -0.397, 9.687], [-1.661, -1.054, 8.651], [-0.823, -0.358, 7.603], [-0.370, -1.057, 6.712], [-1.805, -2.353, 8.447], [-1.023, 3.026, 8.943], [-0.021, 1.559, 6.952], [-2.799, -0.887, 10.441], [-1.307, -2.560, 7.632], [-1.511, 3.228, 9.767]],
  "forces_ev_per_a": [[-0.12, 0.24, 0.17], [-0.22, -0.16, -0.18], [0.15, 0.12, 0.11], [0.05, -0.10, 0.10], [0.06, 0.11, -0.03], [0.01, -0.03, 0.02], [0.06, 0.01, 0.16], [0.04, -0.06, -0.07], [0.00, 0.15, -0.03], [-0.03, -0.10, 0.09], [0.25, 0.13, 0.21], [-0.06, 0.14, -0.09], [-0.11, -0.16, -0.11], [-0.08, -0.08, -0.14], [-0.01, -0.08, -0.13], [-0.05, -0.08, -0.09], [0.08, 0.08, -0.15], [-0.16, -0.07, 0.09], [0.04, -0.28, -0.01], [-0.08, 0.54, -0.07], [0.01, -0.27, 0.05], [0.04, 0.00, 0.10], [-0.08, -0.36, -0.07], [0.03, 0.34, 0.26], [-0.10, 0.12, -0.31], [-0.30, -0.26, 0.31], [0.00, -0.37, -0.47], [0.33, 0.49, -0.04], [-0.21, 0.17, -0.30], [0.84, -0.02, -0.14], [-0.38, -0.82, 0.01], [-0.22, 0.58, 0.62], [0.14, 0.19, -0.13], [0.34, -0.04, -0.20], [-0.58, 0.46, 0.56], [0.51, -0.67, -0.16], [0.06, 0.28, 0.26], [-0.14, 0.23, -0.15], [-0.15, 0.13, 0.24], [-0.13, -0.09, 0.11], [-0.05, 0.31, 0.12], [0.00, -0.03, -0.01], [0.01, -0.05, 0.02], [0.06, -0.13, -0.16], [0.00, 0.05, 0.02], [0.03, -0.03, 0.04], [0.01, 0.04, -0.01], [-0.01, 0.04, 0.03], [0.15, -0.11, -0.21], [-0.06, -0.09, 0.05], [-0.11, -0.05, -0.07], [0.00, -0.28, 0.01], [-0.09, -0.09, 0.04], [-0.01, -0.07, -0.01], [-0.18, 0.14, 0.09], [0.10, -0.02, -0.02], [0.10, 0.13, -0.03], [0.01, 0.05, -0.01], [0.16, -0.15, -0.07], [-0.08, 0.03, 0.02], [0.00, 0.05, 0.01], [0.01, -0.05, 0.00], [0.02, 0.00, 0.00], [-0.02, 0.00, 0.01], [0.00, -0.05, 0.00], [0.00, 0.05, 0.00], [0.05, -0.02, 0.14], [-0.10, 0.06, 0.13], [0.10, -0.08, 0.12], [0.07, 0.07, -0.14], [-0.01, 0.01, -0.11], [0.07, -0.04, -0.05], [-0.19, 0.11, -0.02], [0.06, -0.03, 0.03], [0.03, -0.02, -0.03], [-0.08, 0.13, -0.18], [-0.05, 0.01, -0.04], [0.00, -0.02, 0.01], [-0.04, 0.02, 0.04], [0.24, -0.31, -0.22], [0.06, -0.05, -0.12], [0.04, 0.04, -0.05], [-0.06, -0.22, 0.02], [0.00, 0.09, 0.01], [-0.06, 0.05, 0.11], [-0.04, -0.03, 0.05], [0.05, 0.21, -0.01], [-0.05, -0.06, 0.00], [-0.02, -0.03, 0.03], [0.03, 0.03, -0.03], [0.01, 0.02, 0.02], [0.01, -0.02, -0.01], [0.03, 0.02, -0.03], [-0.03, -0.03, 0.04]]
}



(2)
{
  "formula": "C36H24BrIN9O7Ti",
  "method": "ωB97M-V/def2-TZVPD",
  "e_lumo_ev": 1.83,
  "total_charge": -1,
  "gap_ha": 0.2654,
  "symbols": ["Ti", "O", "C", "C", "C", "C", "C", "C", "C", "O", "N", "N", "C", "C", "C", "C", "C", "C", "C", "O", "H", "H", "H", "H", "H", "H", "H", "H", "H", "H", "N", "C", "C", "N", "C", "C", "N", "C", "C", "N", "H", "H", "H", "H", "H", "H", "N", "C", "N", "C", "N", "Br", "C", "C", "C", "C", "C", "C", "C", "O", "O", "H", "H", "H", "H", "I", "C", "C", "C", "C", "C", "C", "C", "O", "O", "H", "H", "H", "H"],
  "xyz": [[-0.759, -0.021, 0.192], [-1.301, 0.985, 4.526], [-1.439, 2.302, 4.359], [-1.737, 3.070, 5.490], [-1.881, 4.436, 5.398], [-1.729, 5.078, 4.174], [-1.446, 4.335, 3.047], [-1.297, 2.947, 3.115], [-1.059, 2.166, 1.889], [-0.954, 0.886, 1.942], [-1.010, 2.843, 0.759], [-0.884, 2.031, -0.320], [-0.873, 2.590, -1.480], [-0.719, 1.857, -2.702], [-0.717, 2.522, -3.930], [-0.490, 1.849, -5.112], [-0.265, 0.476, -5.085], [-0.275, -0.214, -3.893], [-0.513, 0.444, -2.669], [-0.525, -0.212, -1.558], [-1.078, 0.575, 3.658], [-1.861, 2.552, 6.428], [-2.104, 5.003, 6.290], [-1.848, 6.150, 4.106], [-1.329, 4.805, 2.082], [-0.959, 3.680, -1.540], [-0.898, 3.589, -3.944], [-0.495, 2.380, -6.053], [-0.094, -0.055, -6.012], [-0.116, -1.282, -3.860], [2.304, -3.635, -2.735], [1.129, -4.186, -3.174], [0.177, -3.801, -2.271], [0.732, -3.037, -1.304], [2.008, -2.941, -1.590], [2.973, -2.239, -0.799], [2.721, -1.671, 0.352], [3.876, -1.128, 0.785], [4.872, -1.365, -0.123], [4.295, -2.081, -1.137], [3.201, -3.723, -3.183], [1.078, -4.796, -4.054], [-0.876, -4.001, -2.271], [3.909, -0.590, 1.711], [5.907, -1.096, -0.144], [4.760, -2.396, -1.971], [-2.756, 0.245, 0.282], [-3.505, -0.187, 1.085], [-4.438, -0.631, 1.773], [-4.691, -0.860, 3.011], [-5.038, -1.102, 4.085], [0.960, -3.811, 1.909], [-0.584, -4.671, 1.232], [-0.696, -6.050, 1.375], [-1.808, -6.710, 0.885], [-2.822, -5.995, 0.265], [-2.700, -4.628, 0.114], [-1.578, -3.950, 0.585], [-1.477, -2.482, 0.259], [-2.061, -2.089, -0.751], [-0.832, -1.722, 1.047], [0.093, -6.598, 1.868], [-1.882, -7.785, 0.987], [-3.697, -6.505, -0.109], [-3.466, -4.050, -0.384], [3.012, 6.185, -2.907], [2.601, 4.566, -1.598], [2.544, 3.285, -2.114], [2.244, 2.238, -1.260], [2.013, 2.470, 0.092], [2.084, 3.767, 0.586], [2.382, 4.824, -0.257], [1.613, 1.320, 1.005], [1.836, 1.389, 2.202], [1.038, 0.352, 0.393], [2.721, 3.099, -3.165], [2.167, 1.231, -1.648], [1.875, 3.945, 1.630], [2.433, 5.831, 0.135]],
  "forces_ev_per_a": [[-0.54, -0.56, 0.12], [0.09, -0.38, -0.11], [0.07, 0.38, -0.22], [-0.01, -0.17, 0.00], [0.07, -0.13, -0.02], [-0.02, 0.16, -0.08], [0.05, -0.06, 0.10], [-0.04, -0.27, 0.29], [-0.18, 1.09, -0.79], [0.14, 0.13, 0.62], [-0.17, 0.64, 0.83], [-0.16, 0.38, -0.69], [-0.15, 0.21, 0.81], [0.15, -0.97, -0.31], [0.03, -0.07, 0.19], [-0.03, -0.01, -0.18], [-0.04, 0.19, -0.02], [-0.06, -0.16, 0.58], [0.08, 1.29, -1.80], [0.18, -0.34, -0.98], [-0.08, 0.18, 0.27], [0.01, -0.06, 0.10], [-0.05, 0.07, 0.05], [0.02, 0.05, -0.03], [-0.03, 0.02, -0.05], [-0.01, -0.17, 0.16], [0.03, 0.10, 0.05], [0.00, 0.05, -0.03], [0.03, -0.07, -0.03], [0.01, -0.11, 0.02], [0.13, 0.22, 0.22], [-0.32, -0.17, -0.11], [0.12, -0.22, -0.55], [0.50, 0.33, 0.34], [-0.51, -0.47, -0.45], [0.62, 0.43, 0.49], [-0.48, -0.61, -0.27], [0.57, 0.08, -0.23], [0.18, 0.17, 0.23], [-0.26, -0.09, -0.11], [-0.17, -0.02, 0.08], [0.00, -0.06, -0.14], [-0.21, -0.11, -0.03], [0.13, 0.15, 0.20], [0.23, 0.07, 0.01], [-0.03, 0.08, 0.10], [-0.78, 0.05, 0.28], [0.03, 0.57, -0.51], [-0.35, -0.31, -1.10], [-0.07, 0.01, 0.83], [-0.11, -0.13, 0.54], [0.02, -0.51, 0.15], [0.05, 0.03, 0.19], [0.10, 0.04, 0.03], [0.00, 0.00, 0.00], [-0.04, -0.03, -0.02], [0.04, 0.03, -0.01], [0.19, 0.11, 0.07], [-1.24, -1.61, -1.04], [0.13, -0.26, 0.37], [0.39, 0.23, 1.04], [0.07, -0.01, 0.03], [0.00, -0.03, 0.04], [-0.07, -0.03, -0.01], [0.00, 0.03, -0.03], [-0.07, -0.31, 0.25], [0.13, 0.39, -0.42], [0.10, 0.02, -0.12], [0.04, -0.06, 0.20], [0.03, -0.22, -0.04], [0.06, -0.19, 0.01], [-0.04, 0.05, 0.15], [1.12, 1.56, 0.95], [0.03, -0.15, -0.48], [0.44, -0.45, 0.03], [-0.03, 0.03, -0.01], [-0.02, -0.06, 0.00], [0.01, -0.04, 0.12], [-0.03, 0.02, -0.06]]
}



(3)
{
  "formula": "C36H24Cl3FInN3O4SSe",
  "method": "ωB97M-V/def2-TZVPD",
  "e_lumo_ev": 3.46,
  "total_charge": -2,
  "gap_ha": 0.1531,
  "symbols": ["In", "Cl", "C", "C", "C", "C", "O", "C", "C", "N", "C", "C", "C", "C", "C", "C", "C", "C", "N", "C", "C", "H", "H", "H", "H", "H", "H", "H", "H", "H", "H", "Cl", "C", "C", "C", "C", "C", "Cl", "C", "S", "H", "H", "H", "C", "C", "C", "C", "C", "C", "C", "F", "C", "C", "C", "O", "C", "C", "N", "C", "C", "O", "O", "H", "H", "H", "H", "H", "H", "H", "H", "H", "H", "H", "Se"],
  "xyz": [[-1.144, 0.853, 0.782], [-3.646, -0.096, -6.217], [-2.785, 0.302, -4.736], [-3.132, 1.457, -4.023], [-2.449, 1.779, -2.881], [-1.373, 0.983, -2.377], [-0.743, 1.332, -1.331], [-1.036, -0.181, -3.144], [0.067, -1.050, -2.803], [0.804, -0.957, -1.768], [1.713, -1.924, -1.426], [1.422, -3.276, -1.470], [2.334, -4.237, -1.005], [3.539, -3.872, -0.472], [3.879, -2.502, -0.390], [5.086, -2.044, 0.183], [5.353, -0.706, 0.222], [4.412, 0.186, -0.334], [3.283, -0.198, -0.868], [2.981, -1.517, -0.880], [-1.762, -0.497, -4.304], [-3.945, 2.078, -4.378], [-2.719, 2.648, -2.294], [0.297, -1.818, -3.564], [0.443, -3.580, -1.819], [2.068, -5.287, -1.064], [4.231, -4.616, -0.091], [5.784, -2.768, 0.589], [6.264, -0.327, 0.669], [4.604, 1.256, -0.343], [-1.508, -1.396, -4.855], [-1.989, -1.356, 3.493], [-3.299, -1.833, 2.475], [-4.504, -2.115, 3.095], [-5.580, -2.574, 2.359], [-5.440, -2.760, 0.995], [-4.237, -2.455, 0.384], [-4.149, -2.672, -1.338], [-3.113, -1.963, 1.084], [-1.631, -1.634, 0.218], [-4.588, -1.970, 4.164], [-6.528, -2.780, 2.842], [-6.259, -3.129, 0.392], [5.089, 2.532, 5.426], [4.487, 1.161, 5.706], [5.578, 0.107, 5.863], [4.951, -1.207, 6.303], [3.860, -1.599, 5.338], [3.502, -2.925, 5.196], [2.517, -3.283, 4.286], [2.207, -4.596, 4.175], [1.873, -2.356, 3.516], [2.227, -1.011, 3.643], [1.518, -0.024, 2.795], [0.630, -0.417, 2.048], [1.967, 1.333, 2.944], [2.923, 1.623, 3.855], [3.558, 0.724, 4.657], [3.217, -0.623, 4.555], [1.440, 2.510, 2.119], [2.042, 3.582, 2.276], [0.455, 2.302, 1.362], [5.899, 2.711, 6.133], [4.358, 3.330, 5.543], [5.494, 2.581, 4.414], [3.932, 1.216, 6.653], [6.312, 0.450, 6.594], [6.085, -0.023, 4.903], [4.535, -1.089, 7.309], [5.700, -1.999, 6.352], [3.984, -3.690, 5.792], [1.100, -2.628, 2.806], [3.212, 2.661, 3.927], [-3.254, 2.003, 1.376]],
  "forces_ev_per_a": [[-0.55, 0.53, -0.12], [-0.06, -0.02, -0.02], [0.05, 0.04, 0.02], [0.05, -0.12, -0.04], [0.01, 0.07, 0.10], [-0.19, -0.28, -0.32], [0.32, 0.07, 0.60], [-0.06, 0.15, 0.01], [0.26, -0.06, -0.08], [-0.27, 0.19, 0.21], [0.13, -0.22, -0.06], [-0.09, 0.18, -0.05], [0.17, -0.05, 0.03], [-0.07, -0.12, 0.02], [-0.14, 0.17, 0.00], [0.02, 0.01, -0.01], [0.04, -0.04, 0.06], [-0.09, -0.03, -0.08], [-0.02, 0.13, 0.05], [0.12, -0.16, -0.03], [0.08, 0.00, 0.02], [-0.01, 0.00, 0.03], [-0.01, -0.02, 0.03], [-0.11, -0.09, 0.09], [-0.01, 0.01, 0.03], [-0.03, 0.01, 0.03], [0.00, 0.02, 0.00], [0.00, 0.00, 0.00], [0.00, 0.01, -0.02], [0.01, -0.01, 0.06], [0.03, 0.03, -0.03], [0.18, 0.07, 0.09], [-0.16, -0.15, -0.42], [0.02, 0.03, 0.14], [-0.09, -0.04, -0.01], [0.01, 0.00, -0.07], [0.13, 0.18, 0.21], [-0.06, -0.06, -0.09], [-0.18, -0.06, -0.12], [0.25, -0.07, 0.18], [0.02, 0.02, -0.01], [0.02, -0.01, 0.02], [0.00, 0.04, 0.00], [-0.10, -0.04, -0.02], [0.17, 0.06, 0.00], [-0.11, -0.09, 0.08], [0.00, 0.08, -0.13], [0.10, -0.10, 0.13], [-0.05, 0.10, -0.04], [0.00, 0.03, 0.03], [-0.02, -0.01, 0.01], [-0.04, -0.11, -0.11], [0.06, -0.02, 0.09], [0.14, 0.12, 0.09], [-0.18, -0.01, -0.30], [-0.16, 0.10, -0.17], [0.07, -0.13, 0.07], [-0.05, 0.08, -0.07], [-0.05, -0.07, -0.07], [0.05, 0.08, 0.02], [-0.03, -0.04, -0.01], [0.05, -0.16, -0.18], [-0.01, -0.01, 0.03], [0.04, 0.03, -0.04], [0.02, 0.00, 0.01], [0.00, -0.02, 0.01], [-0.01, 0.03, 0.00], [0.02, 0.04, 0.00], [0.03, -0.01, 0.02], [-0.01, -0.02, 0.02], [0.03, -0.01, -0.03], [0.00, 0.03, -0.01], [0.00, 0.00, 0.00], [0.31, -0.27, 0.12]]
}